1.
Entry from the Open Molecules 2025 dataset: one molecule with the formula C4H12FN2P in a non-equilibrium geometry (wB97M-V/def2-TZVPD).

Geometry as XYZ:
```
20
Properties=species:S:1:pos:R:3:forces:R:3
P 2.915467 -0.048958 -0.201277 0.57 -1.70 -0.92
F 2.477428 -1.703368 -0.556048 0.52 2.90 0.56
N 3.965188 0.122923 0.941313 -3.18 1.12 -0.59
N 1.607074 0.859680 0.071006 0.62 -0.46 0.62
C 0.387632 0.771214 -0.714387 -0.44 -1.87 -0.43
C -0.660355 0.099698 0.265155 -0.68 0.83 -0.21
C -2.067173 -0.117042 -0.341524 0.58 -0.14 0.95
C -3.122843 -0.712846 0.610107 2.45 1.94 -0.18
H -2.790886 -0.378114 1.602399 -1.06 -0.19 0.03
H 0.149281 1.806214 -0.949952 -0.68 -0.14 -0.20
H -2.398931 0.864005 -0.537585 -0.50 1.31 -0.64
H -0.780988 0.887744 1.069973 -0.04 -0.77 -0.63
H -2.129095 -0.657880 -1.266106 0.60 -0.33 -0.62
H -0.319025 -0.793777 0.830577 0.36 0.34 -0.88
H 1.476756 0.956393 1.079373 -0.22 0.20 -0.33
H -3.120299 -1.739448 0.515328 -0.01 -2.33 0.24
H 0.537102 0.193555 -1.749305 -0.16 1.07 2.42
H 3.163722 0.334980 -1.561882 0.10 -0.65 0.59
H -4.015847 -0.337562 0.197631 -1.55 0.44 0.47
H 4.725792 -0.407406 0.695202 2.73 -1.58 -0.24
```
Forces are in eV/Å.

- E_HOMO (eV) = -9.50
- structure (SMILES) = CCCCN[P@@H](=N)F
- F_max (Eh/bohr) = 0.066
- gap between HOMO and LUMO (eV) = 10.500

Computed Mulliken charges, given in elementary charges:
1. P 0.65
2. F -0.38
3. N -0.68
4. N -0.31
5. C -0.48
6. C -0.66
7. C -0.59
8. C -1.20
9. H 0.33
10. H 0.27
11. H 0.29
12. H 0.31
13. H 0.45
14. H 0.36
15. H 0.33
16. H 0.31
17. H 0.36
18. H 0.03
19. H 0.36
20. H 0.23



2.
Entry from the Open Molecules 2025 dataset: a 3-piece molecular cluster, C4H12IO4 overall in a non-equilibrium geometry (wB97M-V/def2-TZVPD).

Geometry as XYZ:
```
21
Properties=species:S:1:pos:R:3:forces:R:3
I -0.068577 -1.428136 -3.797949 0.02 -0.04 0.12
O 2.488373 -0.182126 1.673621 0.42 0.21 0.16
O 0.561513 -1.196786 -0.356399 0.24 0.14 0.60
O -1.981257 2.918044 0.869061 -0.93 2.64 -0.27
O -1.417767 1.451954 -1.970999 -1.48 0.75 1.99
C 2.085373 -1.511276 1.350431 1.51 0.20 0.17
C -1.665627 1.599864 0.617451 0.52 -0.58 -0.54
C 1.875303 -1.709396 -0.119359 -1.97 0.06 -0.60
C -2.183947 1.100834 -0.777119 1.44 -0.96 0.71
H 1.909503 -2.745706 -0.455499 0.02 -0.42 0.47
H -3.262217 1.256124 -0.813289 0.03 0.81 -0.57
H -1.623777 3.176864 1.721601 0.02 -0.04 -0.08
H 1.958513 0.450304 1.182811 -0.27 -0.15 -0.20
H 2.927473 -2.151756 1.612651 0.16 0.04 0.41
H 0.337013 -1.365076 -1.274479 -0.24 0.02 -0.88
H 1.257123 -1.744576 2.019501 -0.39 -0.47 -0.62
H 2.575823 -1.211766 -0.789979 0.46 0.40 0.48
H -2.114687 1.078404 1.462751 -0.19 -1.16 -0.40
H -0.949147 0.651934 -2.219909 0.27 -0.41 -0.41
H -0.584427 1.545434 0.744531 0.25 -0.82 -0.58
H -2.124587 0.016844 -0.679439 0.12 -0.24 0.02
```
Forces are in eV/Å.

- charge = -1
- E_HOMO (eV) = -4.22
- F_max (Eh/bohr) = 0.055
- gap between HOMO and LUMO (eV) = 7.190

Computed Mulliken charges, given in elementary charges:
1. I -0.76
2. O -0.56
3. O -0.28
4. O -0.55
5. O -0.50
6. C -0.37
7. C 0.02
8. C -0.47
9. C -0.42
10. H 0.37
11. H 0.32
12. H 0.30
13. H 0.32
14. H 0.28
15. H -0.02
16. H 0.25
17. H 0.35
18. H 0.30
19. H 0.17
20. H -0.01
21. H 0.27



3.
Entry from the Open Molecules 2025 dataset: a 3-piece molecular cluster, C4H12IO4 overall in a non-equilibrium geometry (wB97M-V/def2-TZVPD).

Geometry as XYZ:
```
21
Properties=species:S:1:pos:R:3:forces:R:3
I -0.571932 3.321219 -0.178149 0.39 0.06 0.00
O 2.740333 1.641186 0.662054 -0.14 0.76 -0.07
O 1.001191 -0.169507 -0.230225 0.06 -2.26 -0.79
O -1.194329 -1.546086 1.017880 1.44 -0.85 -0.16
O -3.944096 0.408012 -0.380317 0.74 0.02 0.40
C 2.304208 -0.640161 -0.048725 1.47 1.32 -3.69
C -2.557873 0.166485 0.046457 -1.29 1.25 0.03
C 3.264719 0.632035 -0.148111 -1.22 -1.60 -0.55
C -2.332966 -1.342855 0.234926 0.42 0.98 -0.90
H 4.244177 0.349005 0.229420 0.26 0.15 -0.10
H 3.293767 0.880091 -1.226084 0.20 0.26 0.52
H 2.537539 -1.183822 0.808307 -0.21 -0.91 1.96
H -2.559761 0.779978 0.990843 0.62 -1.10 -0.68
H -1.851278 0.685093 -0.654561 -0.48 -0.73 0.60
H -4.129281 -0.199798 -1.083498 -0.18 -0.38 -0.71
H 2.121158 2.234988 0.174532 0.23 -0.43 0.27
H -3.226587 -1.793911 0.649678 -0.08 -0.06 0.63
H -0.406669 -1.560129 0.405171 -1.09 0.50 1.04
H 0.943345 0.515208 0.392431 -0.93 2.09 1.45
H -2.173142 -1.863882 -0.724810 -0.28 0.37 -0.14
H 2.497472 -1.313159 -0.937224 0.06 0.56 0.90
```
Forces are in eV/Å.

- charge = -1
- E_HOMO (eV) = -3.82
- F_max (Eh/bohr) = 0.081
- gap between HOMO and LUMO (eV) = 7.128

Computed Mulliken charges, given in elementary charges:
1. I -0.81
2. O -0.51
3. O -0.39
4. O -0.52
5. O -0.57
6. C -0.51
7. C 0.06
8. C -0.38
9. C -0.49
10. H 0.31
11. H 0.24
12. H 0.33
13. H 0.25
14. H 0.04
15. H 0.27
16. H 0.21
17. H 0.33
18. H 0.30
19. H 0.28
20. H 0.28
21. H 0.29



4.
Entry from the Open Molecules 2025 dataset: an isolated ion of composition C4H12N2 and charge -1 in a non-equilibrium geometry (wB97M-V/def2-TZVPD).

Geometry as XYZ:
```
18
Properties=species:S:1:pos:R:3:forces:R:3
N -1.485591 -1.476849 1.648744 0.19 1.32 -3.69
N -0.840461 1.454148 -0.341222 1.75 -0.05 0.58
C -0.604398 -0.371802 1.262607 2.03 -1.52 0.78
C 1.241331 -0.160780 -0.549661 0.53 0.12 3.19
C -0.298720 0.014242 -0.193563 0.52 3.13 -0.37
C 1.791704 0.431656 -1.851843 0.40 -0.24 -0.13
H -2.377780 -1.124655 1.732842 -2.53 0.64 0.07
H 1.489293 -1.253369 -0.437230 -0.45 0.68 -0.53
H 1.060911 0.136219 -2.658712 0.86 0.79 0.38
H 2.031256 1.536380 -1.787300 -0.84 -0.98 -0.21
H -0.618568 0.470006 1.963620 -0.83 0.50 -0.70
H 1.775534 0.227045 0.412199 -0.44 -0.14 -1.72
H -0.104440 2.066175 0.121424 -1.21 -0.58 -0.96
H 2.814314 -0.001314 -2.108148 -1.12 0.17 0.28
H -0.882516 1.712244 -1.342189 0.42 -0.10 0.67
H -1.305249 -1.966329 2.446071 1.35 -1.17 2.50
H 0.363275 -0.729884 1.543125 0.92 -0.69 0.42
H -0.743170 -0.393510 -1.043598 -1.55 -1.87 -0.57
```
Forces are in eV/Å.

- charge = -1
- 2S+1 = 2
- E_HOMO (alpha / beta) (eV) = 1.44 / -5.67
- F_max (Eh/bohr) = 0.076
- gap between HOMO and LUMO (alpha / beta) (eV) = 2.433 / 9.422

Computed Mulliken charges, given in elementary charges:
1. N -0.49
2. N -0.83
3. C -1.01
4. C -1.29
5. C -0.36
6. C -3.21
7. H 0.24
8. H 0.78
9. H 0.58
10. H 0.38
11. H 0.12
12. H 0.40
13. H 0.49
14. H 1.41
15. H 0.48
16. H 0.28
17. H 0.39
18. H 0.64



5.
Entry from the Open Molecules 2025 dataset: C4H12N2 as an isolated structure in a non-equilibrium geometry (wB97M-V/def2-TZVPD).

Geometry as XYZ:
```
18
Properties=species:S:1:pos:R:3:forces:R:3
N 1.636574 2.691158 1.376226 -0.40 -0.02 -0.43
N -1.187432 -2.824638 -1.047459 -1.17 0.34 -0.32
C -1.206783 -0.126634 -1.044849 -0.29 -1.48 -0.62
C -0.110072 -3.370407 -0.849201 0.92 -0.37 0.16
C -0.012980 0.789869 1.002193 -1.29 -2.23 -0.84
C -0.079836 0.710373 -0.468570 0.29 0.52 0.53
H -2.199482 0.062952 -0.645267 -0.05 0.15 0.09
H 0.641733 -0.003365 1.353364 0.18 0.24 0.56
H -1.052490 -1.263772 -0.850796 0.08 0.34 0.53
H -1.239089 -0.191137 -2.135845 -0.06 0.95 -0.11
H -0.287846 1.688814 -0.934067 -0.06 0.17 0.15
H 1.078958 3.477750 1.704023 -0.01 -0.09 0.04
H 0.737552 -2.890911 -0.331890 0.18 -0.10 -0.13
H 0.879354 1.795892 1.320337 1.60 1.73 0.45
H 0.046095 -4.401991 -1.217100 0.10 0.00 0.23
H 0.896311 0.432484 -0.859094 0.01 -0.18 -0.10
H 2.401134 2.580550 2.041621 -0.35 -0.41 0.10
H -0.941700 0.843013 1.586374 0.31 0.44 -0.27
```
Forces are in eV/Å.

- E_HOMO (eV) = -6.33
- F_max (Eh/bohr) = 0.053
- gap between HOMO and LUMO (eV) = 3.531

Computed Mulliken charges, given in elementary charges:
1. N -0.84
2. N -0.51
3. C -1.07
4. C -0.23
5. C -0.82
6. C -0.09
7. H 0.35
8. H 0.28
9. H 0.34
10. H 0.34
11. H 0.30
12. H 0.25
13. H 0.18
14. H 0.40
15. H 0.27
16. H 0.27
17. H 0.22
18. H 0.35



6.
Entry from the Open Molecules 2025 dataset: a 2-piece molecular cluster, C4H12N2 overall in a non-equilibrium geometry (wB97M-V/def2-TZVPD).

Geometry as XYZ:
```
18
Properties=species:S:1:pos:R:3:forces:R:3
N -0.474478 1.931919 -2.066042 -0.44 -0.52 -0.24
N -2.175304 0.685845 -1.074213 1.02 0.38 0.86
C -0.983800 1.180296 -1.036391 -0.29 -0.51 0.50
C 0.855496 -2.231110 2.481395 -0.43 -0.11 -0.08
C 0.962410 2.051803 -2.238170 -0.22 -1.16 0.42
C -0.240209 -1.581294 1.619632 -0.02 -0.06 -0.04
H -2.390994 0.272999 -0.151157 0.16 0.11 -0.75
H 0.061434 -1.482356 0.568795 -0.01 -0.04 0.23
H -1.156980 -2.189285 1.636269 0.26 0.18 0.00
H 1.454480 1.132474 -2.625178 -0.29 0.42 0.18
H 1.769380 -1.628554 2.512251 -0.13 -0.16 -0.08
H -0.260525 1.040472 -0.182578 -0.71 0.27 -0.68
H 1.196572 2.861545 -2.882030 0.13 0.75 -0.63
H -0.502456 -0.580283 1.985418 0.07 -0.18 -0.03
H 1.087178 -3.238957 2.095688 0.05 0.43 0.22
H 1.369504 2.278028 -1.260985 0.30 0.02 0.16
H -1.059658 1.831473 -2.894601 0.35 0.23 0.17
H 0.487953 -2.335015 3.511904 0.20 -0.05 -0.23
```
Forces are in eV/Å.

- E_HOMO (eV) = -8.96
- structure (SMILES) = [H]/N=C/NC.CC
- F_max (Eh/bohr) = 0.027
- gap between HOMO and LUMO (eV) = 9.889

Computed Mulliken charges, given in elementary charges:
1. N -0.26
2. N -0.71
3. C 0.24
4. C -0.95
5. C -0.83
6. C -0.71
7. H 0.28
8. H 0.25
9. H 0.30
10. H 0.28
11. H 0.30
12. H 0.11
13. H 0.31
14. H 0.26
15. H 0.28
16. H 0.31
17. H 0.27
18. H 0.28



7.
Entry from the Open Molecules 2025 dataset: C4H12N2 as an isolated structure in a non-equilibrium geometry (wB97M-V/def2-TZVPD).

Geometry as XYZ:
```
18
Properties=species:S:1:pos:R:3:forces:R:3
N 0.269040 0.538810 -0.542616 4.24 1.74 -4.00
N 1.264970 0.208786 1.500276 0.48 -0.17 0.56
C 1.974570 0.741660 -1.510464 -2.48 0.70 0.69
C -2.516010 -0.224015 0.022651 0.24 0.17 -0.50
C -1.334055 -0.692274 0.829495 2.23 -0.88 0.71
C 0.671264 -0.341225 0.395822 -4.24 -1.46 1.79
H -1.231743 -1.778583 0.843556 -0.36 -0.06 0.18
H -1.365015 -0.317865 1.852291 0.15 -0.02 0.00
H 1.664926 0.564300 -2.538073 0.11 0.15 0.03
H 1.062800 -1.323502 0.128452 -0.02 0.04 0.07
H 2.238200 1.777911 -1.314322 -0.09 -0.07 -0.17
H -3.469467 -0.524264 0.480668 0.25 -0.01 0.03
H 1.062655 1.186460 1.657023 0.33 -0.18 0.00
H -0.206151 0.063510 -1.301833 -0.16 -0.06 0.15
H 2.155113 -0.172748 1.778301 -0.13 0.35 0.12
H 2.799715 0.088955 -1.227823 -0.50 -0.32 0.42
H -2.533498 0.865120 -0.071590 0.00 -0.07 -0.07
H -2.507316 -0.661036 -0.981813 -0.06 0.13 0.00
```
Forces are in eV/Å.

- E_HOMO (eV) = -7.08
- F_max (Eh/bohr) = 0.118
- gap between HOMO and LUMO (eV) = 8.122

Computed Mulliken charges, given in elementary charges:
1. N -0.64
2. N -0.48
3. C -0.77
4. C -1.04
5. C -0.55
6. C -0.03
7. H 0.24
8. H 0.31
9. H 0.28
10. H 0.47
11. H 0.25
12. H 0.36
13. H 0.22
14. H 0.29
15. H 0.22
16. H 0.28
17. H 0.30
18. H 0.30



8.
Entry from the Open Molecules 2025 dataset: one molecule with the formula C4H12N2 in a non-equilibrium geometry (wB97M-V/def2-TZVPD).

Geometry as XYZ:
```
18
Properties=species:S:1:pos:R:3:forces:R:3
N 0.711367 -3.024032 -1.410268 -0.28 2.43 2.94
N 0.305286 -0.564863 -0.099409 1.44 -0.48 0.43
C -0.454175 0.686026 -0.391788 -0.33 -2.63 -1.45
C -0.203134 1.718039 1.949136 -0.65 -3.25 -0.85
C -0.081068 1.862498 0.428701 1.46 1.80 0.32
C -0.131609 -1.762453 -0.962157 -1.49 0.35 -1.01
H 0.040792 2.584837 2.546188 0.46 0.08 -0.09
H 1.273674 -0.238756 -0.271148 -0.42 -1.10 -0.04
H 0.811750 -3.686981 -0.588744 -0.17 1.15 -1.09
H 0.467965 0.746633 2.121655 -1.67 2.17 0.59
H -1.493628 0.388657 -0.309514 -0.50 0.34 0.36
H -1.138612 -2.109745 -0.524015 1.67 0.39 -0.65
H -0.737189 2.675701 0.103667 0.26 0.15 -0.17
H -0.343956 -1.263167 -1.938634 -0.17 -0.71 0.32
H 1.620600 -2.547325 -1.470846 0.09 -0.83 -0.32
H 0.992747 2.157574 0.187789 -1.19 -0.20 0.09
H -0.323421 0.871695 -1.479128 -0.08 0.49 0.31
H -1.317387 1.505662 2.108516 1.56 -0.12 0.32
```
Forces are in eV/Å.

- E_HOMO (eV) = -8.75
- structure (SMILES) = CCCNCN
- F_max (Eh/bohr) = 0.074
- gap between HOMO and LUMO (eV) = 9.862

Computed Mulliken charges, given in elementary charges:
1. N -0.59
2. N -0.40
3. C -0.68
4. C -0.98
5. C -0.50
6. C -0.45
7. H 0.35
8. H 0.25
9. H 0.27
10. H 0.25
11. H 0.44
12. H 0.25
13. H 0.31
14. H 0.32
15. H 0.27
16. H 0.28
17. H 0.40
18. H 0.22



> Which value of F_max does entry 3 give?

0.081 Eh/bohr